No. 1
Molecular formula: C5H15N2
Method: DFT, the ωB97M-V functional and the def2-TZVPD basis

```
! wB97M-V def2-TZVPD RIJCOSX def2/J DEFGRID3
* xyz 1 1
C 1.528 -0.118 -0.537
C 0.509 -0.635 0.410
C -0.075 0.307 1.364
C -0.646 1.591 0.705
C -1.859 1.251 -0.200
N -1.345 -2.406 -1.466
N 2.688 0.501 0.150
H 1.968 -0.864 -1.206
H 1.117 0.584 -1.253
H -1.903 -2.842 -0.750
H 0.610 -1.641 0.819
H 0.802 0.728 1.893
H -0.827 -0.041 2.068
H -0.869 2.381 1.414
H 0.115 1.993 0.034
H -2.075 1.930 -1.023
H -1.742 0.264 -0.663
H -0.827 -3.067 -2.039
H -2.753 1.286 0.426
H -0.692 -1.764 -1.055
H 2.731 0.412 1.153
H 3.546 0.149 -0.242
*
```

## Properties
**Strongest force on any atom**: 0.079 hartree/bohr
**Relative energy (zero: lowest compared OMol25 entry of this formula, charge and spin)**: 4.201 eV
**E**: -8398.475 eV
**HOMO**: -13.88 eV
**Frontier orbital gap**: 6.406 eV

No. 2
Molecular formula: C57H73IN6O5STi
Method: DFT, the ωB97M-V functional and the def2-TZVPD basis

```
! wB97M-V def2-TZVPD RIJCOSX def2/J DEFGRID3
* xyz 0 3
Ti 0.643 -0.470 -0.379
C -5.378 2.902 1.670
C -4.096 3.731 1.819
C -3.700 3.785 3.306
C -4.382 5.160 1.358
C -2.957 3.082 1.021
C -2.521 1.823 1.362
C -1.433 1.246 0.685
N -0.845 0.047 0.909
C -0.807 -0.738 2.040
C -1.858 -1.038 2.901
C -1.634 -1.812 4.026
C -0.329 -2.254 4.246
C 0.767 -1.988 3.420
C 0.542 -1.208 2.275
O 1.459 -0.797 1.407
C 2.138 -2.522 3.889
C 1.998 -3.962 4.415
C 2.632 -1.617 5.032
C 3.215 -2.545 2.799
C -2.800 -2.167 4.957
C -2.337 -2.939 6.190
C -3.496 -0.881 5.425
C -3.811 -3.038 4.196
C -0.696 2.002 -0.298
O 0.431 1.471 -0.720
C -1.190 3.255 -0.712
C -2.302 3.748 -0.039
C -0.487 4.062 -1.812
C -0.332 3.213 -3.084
C 0.904 4.500 -1.314
C -1.282 5.310 -2.188
H -6.178 3.324 2.289
H -5.221 1.865 1.980
H -5.718 2.897 0.629
H -4.463 4.318 3.884
H -2.746 4.305 3.428
H -3.592 2.783 3.732
H -5.165 5.592 1.987
H -4.732 5.193 0.321
H -3.495 5.794 1.446
H -3.012 1.265 2.150
H -2.858 -0.705 2.646
H -0.144 -2.851 5.131
H 1.522 -4.002 5.399
H 2.988 -4.417 4.513
H 1.406 -4.575 3.728
H 1.910 -1.598 5.855
H 2.767 -0.592 4.674
H 3.592 -1.978 5.422
H 2.931 -3.217 1.981
H 4.148 -2.916 3.238
H 3.390 -1.562 2.377
H -1.632 -2.353 6.788
H -1.861 -3.886 5.917
H -3.201 -3.172 6.818
H -2.781 -0.207 5.906
H -4.288 -1.117 6.145
H -3.957 -0.347 4.588
H -3.340 -3.967 3.862
H -4.199 -2.519 3.314
H -4.662 -3.293 4.841
H -2.688 4.713 -0.342
H 0.315 2.354 -2.907
H 0.117 3.814 -3.883
H -1.311 2.862 -3.430
H 1.506 3.641 -1.020
H 0.808 5.166 -0.450
H 1.437 5.041 -2.106
H -2.293 5.058 -2.527
H -0.770 5.826 -3.005
H -1.357 6.011 -1.352
N 3.440 -3.147 -0.814
C 2.411 -3.879 -1.557
C 1.070 -3.159 -1.636
O 0.337 -3.412 -2.580
O 0.792 -2.348 -0.653
H 4.038 -3.778 -0.305
H 2.992 -2.549 -0.134
H 2.187 -4.853 -1.108
H 2.723 -4.062 -2.582
C 7.915 0.741 -2.822
C 7.092 0.598 -1.549
N 6.589 1.872 -1.028
C 7.562 2.802 -0.449
C 7.830 4.007 -1.343
C 5.272 2.197 -0.879
O 4.903 3.169 -0.239
C 4.260 1.326 -1.575
C 4.208 1.241 -2.947
C 3.253 0.424 -3.524
C 2.376 -0.260 -2.707
N 2.391 -0.136 -1.375
C 3.315 0.647 -0.825
H 8.204 -0.247 -3.189
H 8.828 1.314 -2.645
H 7.342 1.244 -3.605
H 7.708 0.140 -0.774
H 6.254 -0.068 -1.722
H 8.478 2.241 -0.266
H 7.172 3.145 0.505
H 8.205 3.699 -2.321
H 8.569 4.667 -0.881
H 6.907 4.573 -1.484
H 4.900 1.813 -3.557
H 3.182 0.310 -4.599
H 1.638 -0.930 -3.122
H 3.310 0.706 0.254
N -0.734 -0.523 -2.009
S -1.712 -1.395 -2.949
C -1.143 -0.964 -4.619
C -1.465 0.246 -5.227
C -0.847 0.594 -6.421
C 0.076 -0.262 -7.010
C 0.380 -1.475 -6.407
C -0.227 -1.833 -5.208
C -3.302 -0.545 -3.005
C -3.546 0.560 -2.210
C -4.792 1.183 -2.277
C -5.775 0.690 -3.124
C -5.522 -0.436 -3.905
C -4.285 -1.059 -3.845
H -0.700 0.416 -2.411
H -2.188 0.917 -4.783
H -1.094 1.538 -6.893
H 0.555 0.018 -7.942
H 1.091 -2.151 -6.868
H 0.016 -2.767 -4.713
H -2.785 0.926 -1.536
H -4.983 2.053 -1.656
H -6.740 1.179 -3.178
H -6.292 -0.831 -4.558
H -4.078 -1.935 -4.455
I -3.952 -2.385 -0.173
C -2.951 -3.983 0.763
C -3.643 -5.160 1.033
C -2.928 -6.191 1.613
C -1.579 -6.014 1.886
C -0.998 -4.794 1.577
N -1.683 -3.786 1.025
H -4.693 -5.259 0.797
H -3.420 -7.126 1.853
H -0.989 -6.808 2.327
H 0.052 -4.593 1.775
*
```

## Properties
**Strongest force on any atom**: 0.039 hartree/bohr
**Relative energy (zero: lowest compared OMol25 entry of this formula, charge and spin)**: 0.722 eV
**E**: -121527.760 eV
**HOMO (alpha / beta)**: -6.17 / -6.88 eV
**⟨S²⟩**: 2.04
**Frontier orbital gap (alpha / beta)**: 6.580 / 5.620 eV

No. 3
Molecular formula: CNa6O3
Method: DFT, the ωB97M-V functional and the def2-TZVPD basis

```
! wB97M-V def2-TZVPD RIJCOSX def2/J DEFGRID3
* xyz 4 1
Na 10.437 -18.148 -26.451
Na 9.869 -13.424 -25.085
Na 6.809 -15.460 -28.576
Na 7.700 -18.389 -28.713
Na 6.716 -14.866 -24.886
Na 8.994 -16.660 -24.274
C 9.202 -15.505 -26.945
O 10.258 -15.643 -26.251
O 8.875 -16.507 -27.645
O 8.485 -14.480 -26.717
*
```

## Properties
**Strongest force on any atom**: 0.068 hartree/bohr
**Relative energy (zero: lowest compared OMol25 entry of this formula, charge and spin)**: 2.663 eV
**E**: -33640.327 eV
**HOMO**: -23.88 eV
**Frontier orbital gap**: 7.586 eV

No. 4
Molecular formula: C10H29Br2F6FePSbSi3
Method: DFT, the ωB97M-V functional and the def2-TZVPD basis

```
! wB97M-V def2-TZVPD RIJCOSX def2/J DEFGRID3
* xyz 2 6
Fe -2.676 0.103 -0.504
Br -5.243 -0.432 -0.043
C -4.916 -2.010 -1.119
Br -3.054 -2.524 -0.889
H -5.065 -1.746 -2.157
H -5.552 -2.816 -0.776
C 3.939 -0.666 0.974
Si 2.917 -1.443 -0.345
C 2.609 -3.240 -0.070
C 3.329 -0.966 -2.075
Sb 0.480 -0.396 -0.016
Si 0.858 2.336 -0.430
C -0.678 3.069 0.310
C 1.260 2.426 -2.214
C 2.283 2.602 0.707
Si -0.536 -1.045 2.301
C -0.751 -2.876 2.328
C -2.184 -0.145 2.266
C 0.640 -0.377 3.550
H 4.950 -1.086 0.918
H 3.547 -0.885 1.968
H 4.028 0.411 0.859
H 3.519 -3.811 -0.285
H 1.822 -3.623 -0.722
H 2.337 -3.435 0.969
H 4.144 -1.601 -2.436
H 3.664 0.071 -2.136
H 2.483 -1.102 -2.750
H -1.569 2.481 0.121
H -0.882 4.061 -0.105
H -0.530 3.182 1.386
H 0.639 1.768 -2.817
H 2.312 2.174 -2.353
H 1.104 3.445 -2.583
H 2.172 2.073 1.655
H 2.340 3.673 0.940
H 3.229 2.324 0.245
H -1.289 -3.235 1.452
H -1.312 -3.189 3.214
H 0.220 -3.374 2.359
H -2.903 -0.669 1.607
H -2.078 0.908 1.978
H -2.681 -0.155 3.241
H 1.537 -0.997 3.590
H 0.179 -0.391 4.543
H 0.935 0.652 3.337
F -1.473 0.949 -2.113
P -2.808 1.566 -2.973
F -2.210 1.037 -4.306
F -3.441 0.033 -2.624
F -3.354 1.900 -1.391
F -4.171 2.022 -3.554
F -2.119 2.968 -3.028
*
```

## Properties
**Strongest force on any atom**: 0.016 hartree/bohr
**Relative energy (zero: lowest compared OMol25 entry of this formula, charge and spin)**: 0.187 eV
**E**: -241069.049 eV
**HOMO (alpha / beta)**: -15.02 / -15.08 eV
**⟨S²⟩**: 8.76
**Frontier orbital gap (alpha / beta)**: 8.387 / 6.153 eV

No. 5
Molecular formula: C2H4F3N
Method: DFT, the ωB97M-V functional and the def2-TZVPD basis

```
! wB97M-V def2-TZVPD RIJCOSX def2/J DEFGRID3
* xyz 0 3
C 0.136 -0.579 -0.200
C -0.972 0.514 -0.089
N 1.501 -0.076 0.054
F -0.119 -1.589 0.636
F -1.583 0.505 1.115
F -1.952 0.286 -1.077
H 0.055 -1.105 -1.242
H -0.545 1.567 -0.200
H 1.985 -0.490 0.894
H 1.495 0.968 0.110
*
```

## Properties
**Strongest force on any atom**: 0.062 hartree/bohr
**Relative energy (zero: lowest compared OMol25 entry of this formula, charge and spin)**: 2.057 eV
**E**: -11774.480 eV
**HOMO (alpha / beta)**: -4.02 / -13.36 eV
**⟨S²⟩**: 2.00
**Frontier orbital gap (alpha / beta)**: 4.903 / 8.876 eV

No. 6
Molecular formula: C4H4N2O
Method: DFT, the ωB97M-V functional and the def2-TZVPD basis

```
! wB97M-V def2-TZVPD RIJCOSX def2/J DEFGRID3
* xyz 0 1
O 2.230 -1.187 0.774
C 1.155 -1.254 0.331
C 1.323 1.233 -0.444
C 0.333 1.753 -0.006
N -1.449 -0.019 0.609
C -1.158 -0.971 -0.174
N 0.097 -1.557 -0.194
H 2.259 0.879 -0.812
H -0.520 2.265 0.370
H -2.389 0.318 0.412
H -1.835 -1.424 -0.899
*
```

## Properties
**Strongest force on any atom**: 0.015 hartree/bohr
**Relative energy (zero: lowest compared OMol25 entry of this formula, charge and spin)**: 2.980 eV
**E**: -9237.508 eV
**SMILES**: [H]/N=C/N=C=O.C#C
**HOMO**: -9.95 eV
**Frontier orbital gap**: 10.834 eV

No. 7
Molecular formula: C3H4P2
Method: DFT, the ωB97M-V functional and the def2-TZVPD basis

```
! wB97M-V def2-TZVPD RIJCOSX def2/J DEFGRID3
* xyz 0 1
C 0.230 0.309 0.583
C -0.728 -0.277 -0.082
C -0.721 -0.517 -1.526
P -1.355 -2.201 -2.171
P -2.180 -0.399 -2.505
H 0.380 0.286 1.711
H 0.999 0.646 0.014
H -1.654 -0.494 0.253
H 0.294 -0.192 -1.959
*
```

## Properties
**Strongest force on any atom**: 0.072 hartree/bohr
**Relative energy (zero: lowest compared OMol25 entry of this formula, charge and spin)**: 0.582 eV
**E**: -21750.644 eV
**HOMO**: -8.78 eV
**Frontier orbital gap**: 7.779 eV

No. 8
Molecular formula: C5H7PS
Method: DFT, the ωB97M-V functional and the def2-TZVPD basis

```
! wB97M-V def2-TZVPD RIJCOSX def2/J DEFGRID3
* xyz 0 1
C 0.875 -0.010 -1.442
C 0.919 -1.324 -0.819
C -0.252 0.721 -1.337
C -0.239 -1.576 -0.178
C -1.533 0.596 1.163
P -1.508 -0.300 -0.348
S 1.466 0.600 2.038
H 1.772 0.360 -1.823
H 1.832 -1.908 -0.983
H -0.411 1.735 -1.742
H -0.445 -2.335 0.534
H -1.992 0.054 2.045
H -1.434 1.599 1.101
H 0.950 1.786 1.791
*
```

## Properties
**Strongest force on any atom**: 0.095 hartree/bohr
**Relative energy (zero: lowest compared OMol25 entry of this formula, charge and spin)**: 4.408 eV
**E**: -25417.536 eV
**HOMO (alpha / beta)**: -8.00 / -7.97 eV
**Frontier orbital gap (alpha / beta)**: 5.903 / 5.860 eV